No. 1
DFT (ωB97M-V/def2-TZVPD) results for a structure of composition C25H31BrN3S4Ti in a non-equilibrium geometry.

```
65
Properties=species:S:1:pos:R:3:forces:R:3:nbo_charge:R:1
Ti -0.42482 -0.15968 0.14924 0.00 1.42 1.39 1.0762
C 5.28934 0.92517 -1.42626 -0.60 -0.81 -0.01 -0.5374
C 5.10770 2.29158 -2.02404 0.64 0.03 -1.71 -0.5359
S 3.84971 2.11510 -3.31909 -1.07 0.60 -0.40 0.1742
C 2.45997 2.77243 -2.29812 0.93 0.70 1.22 -0.5760
C 1.03485 2.60664 -2.76924 -0.69 -0.47 0.14 -0.5021
S 0.15028 1.12758 -2.13814 0.54 -0.96 -1.06 0.2067
C 1.02725 -0.23771 -3.06799 -0.51 -0.44 0.76 -0.5121
C 1.93154 -1.08404 -2.11540 0.12 1.11 0.11 -0.5248
S 1.33888 -1.59722 -0.41708 1.82 -0.25 -0.65 0.1533
C 2.91212 -1.55328 0.70462 -0.74 0.87 0.77 -0.4602
C 4.25288 -1.14502 0.17267 1.19 0.91 0.57 -0.5430
S 4.14823 0.68066 -0.04758 -0.02 -0.40 -0.10 0.1964
H 6.27123 0.75044 -1.05006 0.88 -0.18 0.01 0.2256
H 4.97521 0.19560 -2.20323 0.79 0.20 0.55 0.2233
H 6.03055 2.63994 -2.57620 -0.91 -0.28 0.93 0.2544
H 4.73740 3.03820 -1.34027 0.31 0.38 0.31 0.2349
H 2.68129 3.87498 -2.16635 -0.30 -1.20 0.03 0.2359
H 2.61704 2.20937 -1.33646 -0.48 0.96 -0.70 0.2476
H 0.94106 2.49984 -3.85518 -0.02 0.40 0.16 0.2404
H 0.35439 3.40038 -2.40028 0.65 -0.12 -0.40 0.2521
H 1.63342 0.20776 -3.89514 -0.34 -0.38 0.85 0.2607
H 0.24521 -0.87475 -3.52448 0.33 0.41 0.27 0.2283
H 2.82611 -0.48656 -1.95862 0.12 -0.09 0.16 0.2494
H 2.18594 -2.01194 -2.55003 0.35 -0.88 -0.86 0.2276
H 3.01741 -2.52072 1.17155 -0.53 -0.31 0.11 0.2406
H 2.65441 -0.75625 1.43700 -0.24 -0.91 -0.10 0.2382
H 4.53645 -1.70149 -0.70638 0.12 0.14 -0.61 0.2281
H 5.10613 -1.30328 0.93132 -1.61 -0.14 -0.87 0.2583
C -1.56742 -2.19201 2.38755 0.21 -0.90 0.48 -0.2478
N -0.95807 -0.87752 2.12441 0.55 -0.19 1.34 -0.6066
C -0.48709 -0.15465 3.13663 -0.61 -0.09 -1.86 0.1475
C 0.10236 1.10394 2.76133 1.04 0.87 0.42 -0.0134
C 0.53291 2.26079 3.51059 -1.52 -0.77 -2.38 -0.2139
C 0.70682 3.25895 2.51334 0.99 -0.09 0.58 -0.3069
C 0.67350 2.66417 1.23848 -1.13 -2.17 2.61 -0.0256
N 0.25784 1.34193 1.38285 0.60 1.31 0.98 -0.6744
C -3.02609 -2.16212 2.89836 -0.80 0.24 0.41 -0.0226
C -3.61116 -1.10706 3.67912 0.04 -1.28 -1.86 -0.2078
C -4.98988 -0.87399 3.64122 0.08 -1.55 -0.59 -0.2051
C -5.79792 -1.86899 3.00250 -0.19 1.35 0.80 -0.2081
C -5.23219 -3.02840 2.52287 0.11 -0.27 0.38 -0.2179
C -3.86786 -3.21173 2.47812 1.27 1.51 0.37 -0.2100
H -0.89626 -2.80906 3.05024 -0.56 0.60 -0.35 0.2125
H -1.60329 -2.77404 1.41890 0.10 0.76 0.91 0.2044
H -0.61822 -0.46020 4.18215 0.19 0.06 -0.32 0.2080
H 0.59394 2.40481 4.57720 -0.19 -0.09 -0.01 0.2308
H 0.90954 4.29210 2.79550 0.21 -0.28 -0.50 0.2277
H 0.99802 2.97926 0.29231 0.08 0.76 -1.01 0.1970
H -2.94887 -0.51721 4.25441 0.41 1.07 0.22 0.2057
H -5.38545 0.03703 4.08350 -0.15 -0.38 0.05 0.2276
H -6.89631 -1.79798 2.94760 0.68 0.28 0.14 0.2230
H -5.87128 -3.82185 2.22433 -0.51 -0.54 -0.37 0.2181
H -3.35124 -4.10599 2.16473 -0.40 -0.26 -0.53 0.2109
Br -2.73210 1.99428 0.01025 -0.30 -0.98 -0.18 0.2143
C -2.92952 0.44583 -1.12381 0.36 -0.05 -0.10 0.1919
C -3.55156 0.63192 -2.34669 0.64 -0.94 -1.29 -0.2615
C -3.22014 -0.22033 -3.40317 -0.49 -2.27 0.89 -0.1092
C -2.67573 -1.52308 -3.02328 -0.10 2.48 -0.85 -0.2274
C -2.18387 -1.66368 -1.75476 -0.49 0.75 0.50 0.0103
N -2.20625 -0.62923 -0.83640 -0.77 -0.33 -1.08 -0.5995
H -4.22111 1.42299 -2.50678 -0.41 1.28 -0.15 0.2473
H -3.51155 -0.05534 -4.46485 0.07 0.04 1.12 0.2476
H -2.57539 -2.29548 -3.77212 0.04 -0.09 0.12 0.2441
H -1.75034 -2.59181 -1.42743 0.21 -0.13 0.22 0.2285
```
Positions in Å, forces in eV/Å.

Values from the calculation:
Calculated total energy in eV: -167390.06858
Frontier orbital gap (alpha / beta) in eV: 6.356 / 7.045
Net charge: +1
⟨S²⟩: 2.012
Lowest unoccupied orbital energy (alpha / beta) in eV: -3.00 / -3.08
Spin multiplicity: 3

No. 2
DFT (ωB97M-V/def2-TZVPD) results for a structure of composition C45H54N2O2PRh.

```
105
Properties=species:S:1:pos:R:3:forces:R:3:mulliken_charge:R:1
Rh -0.00452 1.32800 -0.20780 -0.33 -0.24 0.07 0.8605
O 1.49936 0.16798 -0.82115 0.24 0.22 0.15 -1.4502
C 2.61954 -0.15073 -0.07022 -0.09 -0.09 -0.08 3.8089
C 2.26732 -0.77242 1.31901 -0.02 0.00 -0.06 -1.7700
C 1.01614 -0.46711 2.12036 -0.03 -0.15 -0.01 0.5350
C 0.98262 -0.87764 3.45100 0.00 0.01 0.01 -1.0233
C -0.23073 -0.91029 4.11357 0.01 -0.03 0.03 -1.0500
C -1.38924 -0.56513 3.43777 -0.04 -0.04 -0.01 -0.8556
C -1.29524 -0.10140 2.13151 -0.05 -0.13 0.04 0.8039
C -2.51692 0.38130 1.39697 0.11 0.11 -0.04 -0.6010
C -2.64683 0.00805 -0.12390 -0.06 -0.35 0.08 2.8353
O -1.42368 -0.12682 -0.74311 -0.10 0.62 -0.09 -0.9810
C -3.50351 1.06796 -0.84214 0.08 -0.03 -0.07 -0.0432
C -3.32998 1.20106 -2.21846 0.05 0.03 -0.03 -0.4514
C -4.07448 2.11487 -2.94544 -0.06 0.03 0.04 -1.0223
C -5.02355 2.91027 -2.31028 0.07 -0.04 -0.01 -0.5270
C -5.21282 2.77632 -0.94493 0.04 0.00 0.04 -1.1408
C -4.45184 1.86556 -0.21675 -0.12 0.02 0.03 0.3668
C -3.39257 -1.33802 -0.23737 0.01 -0.06 0.08 -0.6063
C -2.75698 -2.42952 -0.81501 -0.03 -0.02 0.05 -0.4194
C -3.41047 -3.65353 -0.91517 0.01 0.04 0.02 -0.9162
C -4.70468 -3.79913 -0.44086 0.00 0.01 -0.01 -0.4667
C -5.34669 -2.71057 0.13675 0.01 0.00 0.00 -1.0625
C -4.69505 -1.49139 0.23422 0.03 -0.01 0.01 -0.1225
N -0.09746 -0.02661 1.53912 0.10 0.23 0.04 1.4723
C 3.57404 1.05861 0.02777 0.03 -0.06 0.09 -0.7903
C 4.60040 1.14879 0.96702 -0.04 0.05 -0.01 -0.2816
C 5.49374 2.21014 0.95188 -0.02 -0.01 -0.02 -0.9058
C 5.39314 3.19611 -0.02115 -0.04 -0.02 0.01 -0.5451
C 4.38985 3.10298 -0.97421 0.03 -0.03 0.04 -0.6758
C 3.48750 2.04721 -0.94420 0.09 0.02 -0.11 -0.2571
C 3.42363 -1.21533 -0.85799 0.00 0.05 0.00 -0.2728
C 3.19029 -1.35840 -2.22059 0.01 -0.04 -0.01 -0.3671
C 3.92047 -2.26946 -2.97218 0.00 -0.01 0.04 -0.9414
C 4.89700 -3.05236 -2.37316 -0.03 0.03 0.01 -0.4234
C 5.13367 -2.91808 -1.01278 -0.01 0.02 0.01 -1.0612
C 4.40338 -2.00568 -0.26335 0.03 -0.01 -0.01 0.0778
H 3.10900 -0.66683 2.00089 0.03 -0.05 0.00 0.3177
H 2.17163 -1.84727 1.13822 -0.01 -0.02 0.01 0.6837
H 1.89255 -1.20271 3.93837 0.00 0.00 -0.01 0.5135
H -0.27975 -1.23867 5.14451 0.01 0.01 -0.01 0.4113
H -2.35812 -0.64086 3.91270 0.01 0.00 0.00 0.5300
H -2.51183 1.47051 1.46350 0.04 -0.06 -0.10 -1.4411
H -3.38412 0.01798 1.94845 -0.07 0.09 -0.01 1.0219
H -2.58837 0.57946 -2.70497 -0.02 0.02 0.03 0.5297
H -3.92099 2.20333 -4.01392 0.00 0.01 0.00 0.4291
H -5.60821 3.62490 -2.87552 -0.01 -0.01 -0.01 0.4234
H -5.95442 3.38252 -0.43873 0.01 0.01 0.01 0.4185
H -4.62542 1.77809 0.84944 0.01 0.02 0.01 0.5230
H -1.74533 -2.30110 -1.17376 0.00 0.00 -0.02 0.4766
H -2.90102 -4.49788 -1.36309 0.00 0.01 -0.01 0.4139
H -5.21346 -4.75139 -0.52238 0.00 0.00 0.01 0.3885
H -6.35870 -2.81213 0.50895 0.00 0.00 -0.01 0.4048
H -5.21296 -0.64690 0.67642 -0.01 -0.01 -0.03 0.3299
H 4.72777 0.38210 1.72000 0.01 0.01 0.01 0.1888
H 6.28006 2.25872 1.69499 -0.01 0.00 0.00 0.4119
H 6.09730 4.01803 -0.04193 0.00 0.00 0.00 0.4129
H 4.30765 3.85580 -1.74902 0.00 -0.01 0.00 0.3825
H 2.71597 1.96558 -1.69989 0.01 0.00 0.03 0.6568
H 2.41610 -0.75879 -2.67725 0.00 0.00 -0.01 0.3323
H 3.71958 -2.37280 -4.03121 0.00 0.01 0.00 0.4039
H 5.46565 -3.76328 -2.95888 0.00 0.00 0.00 0.3836
H 5.88922 -3.52552 -0.52993 0.00 0.00 0.00 0.4038
H 4.61098 -1.92360 0.79679 0.01 0.03 0.00 0.2520
C -1.75475 6.12214 3.08888 0.01 -0.08 -0.03 -1.8562
C -1.89074 4.93968 2.11878 0.00 0.00 0.00 2.5664
C -2.79714 5.38594 0.96312 0.02 0.01 -0.10 -2.2021
C -2.61027 3.76605 2.83302 0.01 -0.02 0.08 -1.1434
P -0.28422 4.29380 1.37410 -0.04 0.04 -0.20 -0.6897
N -0.61989 2.93456 0.61912 0.10 -0.31 -0.08 0.0587
C 0.97403 4.00655 2.75479 0.03 -0.10 -0.04 2.8019
C 2.04528 3.02404 2.26060 0.04 -0.03 -0.09 -2.2256
C 0.27807 3.28418 3.91929 -0.03 -0.03 0.00 -1.7587
C 1.67172 5.26739 3.27797 -0.03 -0.11 0.03 -2.0210
C 0.37858 5.47949 0.05994 0.05 -0.01 0.02 2.5658
C 1.80868 5.02843 -0.27165 -0.08 0.01 0.02 -2.1107
C -0.43761 5.29388 -1.23398 -0.03 0.01 -0.01 -1.9105
C 0.39566 6.96646 0.42656 -0.02 -0.05 -0.06 -1.9563
H -2.76078 6.48244 3.32265 0.02 -0.02 0.01 0.5333
H -1.20266 6.95773 2.66804 0.08 0.08 -0.08 0.2757
H -1.28988 5.84202 4.03073 0.09 -0.04 0.05 0.3638
H -3.80249 5.54968 1.35996 0.03 -0.01 -0.01 0.6987
H -2.85871 4.62567 0.18486 -0.06 -0.06 -0.01 0.4178
H -2.46877 6.32310 0.51898 0.03 0.04 -0.02 0.2878
H -2.10878 2.81023 2.70932 0.02 0.09 0.02 0.0334
H -3.61769 3.64828 2.43124 0.02 0.00 0.00 0.3557
H -2.70266 3.95858 3.90234 0.02 0.01 0.02 0.3822
H 1.60185 2.19643 1.70613 0.03 0.05 0.05 0.4080
H 2.55512 2.59677 3.12873 0.02 0.05 0.00 0.7799
H 2.80240 3.48577 1.63373 0.02 0.03 -0.07 0.0119
H -0.18315 2.34889 3.59316 0.03 0.02 -0.01 0.0864
H -0.47127 3.88549 4.42371 -0.10 0.08 0.02 0.2957
H 1.04547 3.02884 4.65449 -0.02 0.02 0.00 0.6943
H 2.30809 5.72549 2.52562 0.02 0.04 -0.07 0.3474
H 2.32119 4.96916 4.10640 -0.01 0.02 -0.01 0.5253
H 0.98723 6.02083 3.65664 -0.14 0.07 0.03 0.2804
H 1.86808 3.95301 -0.43509 -0.04 0.05 0.00 -0.1430
H 2.52813 5.30056 0.49718 0.04 -0.02 0.05 0.1700
H 2.11840 5.52021 -1.19769 0.00 0.02 0.03 0.8096
H -0.62370 4.24322 -1.45126 0.03 -0.01 0.01 0.2411
H 0.14080 5.71589 -2.06007 -0.02 0.02 0.03 0.5176
H -1.39291 5.80969 -1.20892 -0.04 0.00 0.02 0.4261
H 0.92869 7.17528 1.34999 0.07 -0.01 0.12 0.2867
H -0.60509 7.38646 0.50149 -0.06 0.00 0.03 0.3381
H 0.90971 7.50505 -0.37518 -0.01 -0.01 0.01 0.5253
```
Positions in Å, forces in eV/Å.

Values from the calculation:
Calculated total energy in eV: -66911.67071
Frontier orbital gap (alpha / beta) in eV: 8.105 / 7.366
Net charge: 0
⟨S²⟩: 6.016
Lowest unoccupied orbital energy (alpha / beta) in eV: 0.50 / -0.69
Spin multiplicity: 5

Here are the calculated energy above the lowest of the compared OMol25 structures with the same formula, charge and spin numbers, same order: 19.3, 14.9 (kcal/mol).